Arrangement w

The following is a DFT calculation (ωB97M-V/def2-TZVPD) of a molecular structure, C2H6N2OS.

Element x y z (Å)
C -1.94 0.20 -1.79
C 0.65 0.13 0.60
H -1.29 -0.28 -2.76
H -2.67 1.12 -2.07
H -2.52 -0.78 -1.76
H 0.57 0.97 1.09
H 1.96 -1.51 0.74
H 1.88 0.49 3.45
N -0.02 -0.39 -0.38
N 1.69 -0.60 1.32
O -1.25 0.45 -0.57
S 2.93 0.20 2.12

Net charge: 0
Gap between HOMO and LUMO: 8.65 eV
HOMO: -8.769 eV
LUMO: -0.1 eV

Results of the Löwdin charge analysis, in e, for atoms 1 through 4: number 1, C, carries -0.179; number 2, C, carries -0.242; number 3, H, carries 0.121; number 4, H, carries 0.121

---

Arrangement x

The following is a DFT calculation (ωB97M-V/def2-TZVPD) of 2 unconnected molecules or ions with the total composition C2H6N2OS.

Element x y z (Å)
C -1.45 -0.59 -1.57
C 0.56 -0.58 0.19
H -0.82 -1.18 -2.25
H -2.29 -0.12 -2.17
H -2.35 -1.08 -1.09
H 1.56 -0.63 2.19
H 1.43 2.04 0.73
H -0.34 1.58 1.11
N 1.50 0.12 0.98
N 0.86 1.47 1.49
O 0.34 -1.83 0.01
S -0.70 0.62 -0.48

Net charge: 0
Gap between HOMO and LUMO: 9.67 eV
HOMO: -9.669 eV
LUMO: 0.0 eV

Results of the Löwdin charge analysis, in e, for atoms 1 through 4: number 1, C, carries -0.444; number 2, C, carries -0.701; number 3, H, carries 0.055; number 4, H, carries 0.049

---

Arrangement y

The following is a DFT calculation (ωB97M-V/def2-TZVPD) of a single C2H6N2OS molecule.

Element x y z (Å)
C 0.39 -0.84 -1.47
C -0.46 0.09 2.32
N 1.10 -0.57 -2.53
N -0.13 -1.65 0.80
O -0.32 -0.24 0.92
S 0.76 -2.03 -0.43
H 0.02 -0.02 -0.98
H -1.36 -0.42 2.77
H -0.33 1.13 2.20
H 0.31 -0.49 2.87
H 0.91 0.21 -3.11
H 1.74 -1.39 -2.89

Net charge: 0
Gap between HOMO and LUMO: 7.14 eV
HOMO: -6.695 eV
LUMO: 0.4 eV

Results of the Löwdin charge analysis, in e, for atoms 1 through 4: number 1, C, carries -0.535; number 2, C, carries -0.087; number 3, N, carries -0.007; number 4, N, carries -0.500

---

arrangement x is preferred energetically. Next in line: 7.5 kcal/mol higher.

---

Arrangement w

The following is a DFT calculation (ωB97M-V/def2-TZVPD) of 2 unconnected molecules or ions with the total composition C7H11NO2S2.

Element x y z (Å)
C 0.84 1.24 -1.20
C 1.32 0.11 -0.36
C 1.76 0.73 1.00
C 0.25 -0.88 -0.12
N -0.99 -0.67 -0.27
C -1.79 -1.74 -0.07
C -3.29 -1.70 0.00
O -4.01 -0.79 -0.35
O -3.83 -2.86 0.46
C -1.09 -2.88 0.27
S 0.56 -2.56 0.34
H 1.37 2.14 -0.87
H -0.28 1.43 -0.98
H 1.02 1.02 -2.25
H 2.20 -0.29 -0.77
H 2.49 1.51 0.64
H 2.05 0.04 1.73
H 0.89 1.24 1.50
H -4.73 -2.65 0.80
H -1.57 -3.78 0.46
S -3.28 3.08 -0.35
H -3.14 3.61 0.90
H -3.78 1.93 -0.11

Net charge: 0
Gap between HOMO and LUMO: 9.75 eV
HOMO: -9.318 eV
LUMO: 0.4 eV

Results of the Löwdin charge analysis, in e, for atoms 1 through 4: number 1, C, carries -0.083; number 2, C, carries -0.431; number 3, C, carries -0.056; number 4, C, carries -0.537

---

Arrangement x

The following is a DFT calculation (ωB97M-V/def2-TZVPD) of a molecular structure, C7H11NO2S2.

Element x y z (Å)
C -4.20 -0.05 0.18
C -3.13 -0.42 -0.98
C -0.47 0.49 -0.43
C 1.35 -1.21 0.44
C 2.95 -0.96 0.65
C 3.12 0.44 -0.29
C 1.76 1.07 -0.09
H -2.96 1.33 1.16
H -3.57 -1.24 -1.75
H -2.79 0.59 -1.44
H 1.00 -2.19 -0.42
H 0.84 -1.36 1.63
H 3.49 -1.76 0.22
H 2.93 -0.85 1.85
H 3.94 1.02 0.18
H 3.26 0.07 -1.27
H 1.71 1.77 -0.95
H 1.53 1.57 0.81
N 0.79 0.13 -0.17
O -3.94 0.94 1.01
O -5.35 -0.58 0.23
S -1.42 -0.97 -0.41
S -0.84 2.17 -0.16

Net charge: 0
Gap between HOMO and LUMO: 8.82 eV
HOMO: -8.867 eV
LUMO: 0.0 eV

Results of the Löwdin charge analysis, in e, for atoms 1 through 4: number 1, C, carries -0.540; number 2, C, carries -0.326; number 3, C, carries -0.995; number 4, C, carries -0.154

---

arrangement w is preferred energetically. Next in line: 81.7 kcal/mol higher.

---

Arrangement w

The following is a DFT calculation (ωB97M-V/def2-TZVPD) of 2 unconnected molecules or ions with the total composition C5H9NO2.

Element x y z (Å)
C 4.34 0.00 0.08
C -0.06 0.78 0.82
C 0.13 0.31 -0.58
C 0.20 -1.26 -0.49
C -2.62 0.39 -0.14
N -1.18 0.85 -0.11
O 4.16 1.03 -0.38
O 4.49 -1.05 0.50
H -0.21 -0.01 1.51
H 0.43 1.80 1.01
H 0.16 -1.75 0.48
H 1.17 -1.69 -0.98
H -0.75 -1.80 -0.98
H -2.71 -0.56 0.54
H -3.16 1.12 0.41
H -3.06 0.13 -1.08
H -1.34 1.69 -0.62

Net charge: 0
Gap between HOMO and LUMO: 7.73 eV
HOMO: -7.034 eV
LUMO: 0.7 eV

Results of the Löwdin charge analysis, in e, for atoms 1 through 4: number 1, C, carries -0.447; number 2, C, carries -0.152; number 3, C, carries -0.268; number 4, C, carries -0.166

---

Arrangement x

The following is a DFT calculation (ωB97M-V/def2-TZVPD) of a molecular structure, C5H9NO2.

Element x y z (Å)
C 0.45 -0.86 0.83
C -0.07 0.59 1.03
C 0.49 1.47 -0.08
C -0.31 -0.28 -1.50
C -0.74 -0.92 -0.17
H 1.89 -0.59 -0.36
H 0.26 -1.46 1.73
H -0.02 1.08 2.01
H 1.47 1.88 0.17
H -0.20 2.31 -0.28
H 0.15 -1.02 -2.18
H -1.19 0.19 -1.98
H -1.30 -1.85 -0.34
H -1.91 -0.26 1.38
N -1.42 0.16 0.60
O 1.75 -1.12 0.44
O 0.70 0.70 -1.28

Net charge: 0
Gap between HOMO and LUMO: 10.10 eV
HOMO: -9.200 eV
LUMO: 0.9 eV

Results of the Löwdin charge analysis, in e, for atoms 1 through 4: number 1, C, carries -0.283; number 2, C, carries -0.244; number 3, C, carries -0.131; number 4, C, carries -0.150

---

arrangement x is preferred energetically. Next in line: 64.9 kcal/mol higher.

---

Arrangement w

The following is a DFT calculation (ωB97M-V/def2-TZVPD) of a single C5H9NO2 molecule.

Element x y z (Å)
C -1.96 -0.69 -0.56
C -0.57 -0.33 0.06
C 0.42 -1.17 0.00
C 1.75 -1.03 0.41
N 2.60 -0.19 -0.02
O 2.25 0.81 -0.79
C -0.48 1.05 0.76
O -0.04 1.99 -0.23
H -2.88 -1.00 -0.01
H -1.55 -1.68 -1.17
H -2.25 0.22 -1.15
H 0.11 -2.10 -0.41
H 2.25 -1.99 0.81
H 1.21 1.07 -0.69
H 0.52 0.91 1.31
H -1.27 1.24 1.42
H -0.08 2.89 0.27

Net charge: 0
Gap between HOMO and LUMO: 9.33 eV
HOMO: -8.938 eV
LUMO: 0.4 eV

Results of the Löwdin charge analysis, in e, for atoms 1 through 4: number 1, C, carries -0.047; number 2, C, carries -0.269; number 3, C, carries -0.113; number 4, C, carries -0.196

---

Arrangement x

The following is a DFT calculation (ωB97M-V/def2-TZVPD) of a single C5H9NO2 molecule.

Element x y z (Å)
O -2.82 0.68 -0.14
C -1.91 -0.14 -0.01
O -1.92 -1.30 -0.60
C -0.67 0.16 0.82
C 0.15 1.30 0.13
C 0.91 0.52 -0.92
C 1.31 -0.72 -0.21
N 0.19 -1.01 0.69
H -1.06 -1.71 -0.35
H -0.83 0.49 1.84
H -0.48 2.13 -0.13
H 0.95 1.73 0.79
H 1.81 1.09 -1.30
H 0.15 0.27 -1.71
H 1.56 -1.60 -0.80
H 2.21 -0.46 0.39
H 0.45 -1.43 1.52

Net charge: 0
Gap between HOMO and LUMO: 10.13 eV
HOMO: -9.467 eV
LUMO: 0.7 eV

Results of the Löwdin charge analysis, in e, for atoms 1 through 4: number 1, O, carries 0.075; number 2, C, carries -0.507; number 3, O, carries 0.128; number 4, C, carries -0.208

---

arrangement x is preferred energetically. Next in line: 106.5 kcal/mol higher.